No. 1
A cluster of 2 separate species, C3H7NO2 in total at a distorted geometry, computed with ωB97M-V with the def2-TZVPD basis set.

```
13
Properties=species:S:1:pos:R:3:nbo_charge:R:1
O 0.686 1.556 0.489 -0.559
C 0.634 0.573 1.201 0.468
C 0.148 0.417 2.586 -0.744
H 1.041 -0.400 0.881 0.121
H 0.935 0.467 3.279 0.243
H -0.569 -0.426 2.738 0.248
H -0.584 1.167 2.851 0.226
C -0.794 -1.124 -1.691 0.516
N -0.091 -0.027 -2.169 -0.848
O -0.544 -1.462 -0.510 -0.639
H -1.442 -1.591 -2.425 0.135
H -0.337 0.465 -3.072 0.393
H 0.529 0.566 -1.477 0.440
```

Summary:
Calculated total energy, a.u.: -323.716303
Energy relative to the best compared isomer or geometry (same formula, charge and spin), eV: 1.760
SMILES: CC=O.NC=O
Charge: 0
Frontier orbital gap, eV: 10.75

No. 2
A structure of composition C15H23ClDyN3O9P2 at a distorted geometry, computed with ωB97M-V with the def2-TZVPD basis set.

```
54
Properties=species:S:1:pos:R:3:lowdin_spin:R:1
C 3.009 5.869 0.067 0.000
C 2.486 4.486 -0.170 0.000
H 3.014 6.414 -0.884 0.000
H 4.039 5.829 0.455 0.000
H 2.375 6.403 0.788 0.000
O 2.243 3.963 -1.234 0.000
Cl 2.201 3.558 1.358 -0.003
Dy 0.444 0.167 1.252 5.053
P 2.783 0.063 -0.597 -0.001
C 3.164 -0.868 -2.120 -0.001
C 4.148 1.267 -0.706 0.001
H 5.094 0.747 -0.920 0.000
H 4.396 -1.463 0.301 0.000
H 4.230 1.833 0.234 0.000
H 3.419 -0.776 1.627 -0.001
H 2.959 -0.218 -2.983 0.000
H 3.909 1.957 -1.532 0.000
C 3.380 -1.184 0.604 -0.002
H 4.233 -1.131 -2.104 0.000
H 2.739 -2.078 0.562 0.000
H 2.547 -1.780 -2.156 0.000
P -1.676 1.753 0.502 -0.002
C -2.950 1.508 -0.774 0.001
C -2.652 1.317 1.995 0.001
H -0.901 3.968 1.197 0.000
H -2.674 3.917 0.861 0.000
H -1.498 3.903 -0.491 0.000
C -1.683 3.568 0.538 0.001
H -2.050 1.257 2.914 0.000
H -3.425 2.074 2.151 0.000
H -3.871 2.013 -0.454 0.000
H -3.133 0.434 -0.926 0.000
H -3.127 0.334 1.886 0.000
H -2.562 1.969 -1.691 0.000
C 0.266 0.639 -1.184 -0.018
O 0.101 0.720 -2.329 -0.004
O -5.099 -5.268 0.680 0.000
N -4.225 -5.150 -0.203 0.000
O -4.341 -5.610 -1.363 0.000
C -3.009 -4.421 0.090 0.000
C -2.843 -3.746 1.312 0.000
C -1.806 -2.813 1.457 0.000
C -0.852 -2.652 0.398 0.000
O 0.005 -1.670 0.363 -0.011
C -0.957 -3.468 -0.744 0.000
C -2.033 -4.323 -0.923 0.000
N 0.082 -3.245 -1.757 0.000
O 1.273 -3.269 -1.398 0.000
O -0.283 -3.119 -2.939 0.000
N -1.749 -1.944 2.599 0.000
O -2.519 -2.080 3.544 0.005
O -0.958 -0.889 2.559 -0.021
H -3.521 -3.895 2.144 0.000
H -2.142 -4.868 -1.858 0.000
```

Summary:
2S+1: 6
Calculated total energy, a.u.: -3453.942393
Energy relative to the best compared isomer or geometry (same formula, charge and spin), eV: 0.247
Charge: +2
Frontier orbital gap (spin up / spin down), eV: 7.22 / 7.31
<S²>: 9.35

No. 3
The molecule C20H30N4O2, computed with ωB97M-V with the def2-TZVPD basis set.

```
56
Properties=species:S:1:pos:R:3:nbo_charge:R:1
C 3.128 -2.831 0.610 -0.409
N 2.637 -1.500 0.893 -0.449
C 2.294 -0.771 -0.312 -0.222
C 1.964 0.682 0.042 -0.234
N 0.870 0.724 0.985 -0.445
C -0.343 1.295 0.871 0.689
O -1.208 1.097 1.715 -0.665
C -0.622 2.248 -0.320 0.056
N -0.306 1.583 -1.577 -0.659
C -0.909 0.455 -2.090 0.790
O -0.740 0.150 -3.256 -0.676
N -1.664 -0.273 -1.229 -0.639
H -1.685 -0.050 -0.249 0.410
C -2.242 -1.539 -1.633 -0.241
C -1.381 -2.705 -1.217 -0.054
C -0.368 -3.154 -2.055 -0.205
C 0.429 -4.222 -1.681 -0.211
C 0.226 -4.845 -0.460 -0.223
C -0.765 -4.387 0.391 -0.230
C -1.564 -3.320 0.015 -0.163
H -2.341 -2.968 0.679 0.203
H -0.918 -4.863 1.349 0.214
H 0.841 -5.685 -0.171 0.215
H 1.208 -4.570 -2.344 0.215
H -0.212 -2.659 -3.003 0.232
H -3.238 -1.621 -1.189 0.203
H -2.325 -1.508 -2.722 0.243
H 0.038 2.187 -2.312 0.406
C -2.106 2.698 -0.301 -0.424
C -2.301 4.109 0.254 -0.397
C -1.449 4.283 1.505 -0.414
C 0.042 4.209 1.150 -0.404
C 0.276 3.486 -0.179 -0.405
H 1.329 3.214 -0.257 0.220
H 0.049 4.157 -1.011 0.208
H 0.580 3.692 1.946 0.208
H 0.463 5.214 1.070 0.212
H -1.702 3.481 2.200 0.223
H -1.674 5.233 1.992 0.208
H -3.355 4.252 0.496 0.216
H -2.031 4.863 -0.488 0.188
H -2.503 2.639 -1.316 0.216
H -2.670 2.006 0.326 0.238
C 1.156 -0.072 2.167 -0.236
C 1.490 -1.509 1.782 -0.223
H 1.745 -2.072 2.682 0.204
H 0.611 -1.983 1.309 0.176
H 0.284 -0.037 2.820 0.247
H 2.019 0.370 2.677 0.196
H 1.711 1.212 -0.872 0.240
H 2.845 1.137 0.511 0.195
H 3.151 -0.784 -0.988 0.205
H 1.432 -1.224 -0.836 0.178
H 2.384 -3.458 0.099 0.178
H 3.406 -3.309 1.548 0.197
H 4.014 -2.754 -0.017 0.198
```

Summary:
Calculated total energy, a.u.: -1149.664155
Energy relative to the best compared isomer or geometry (same formula, charge and spin), eV: 1.272
SMILES: CN1CCN(C(=O)C2(NC(=O)NCc3ccccc3)CCCCC2)CC1
Charge: 0
Frontier orbital gap, eV: 9.44